Computed, not measured: a structure of composition C42H46BrN7O2SeV in a non-equilibrium geometry, with wB97M-V/def2-TZVPD.

Structure (XYZ):
```
100
Properties=species:S:1:pos:R:3:forces:R:3
V -1.41901 -0.07943 -0.06440 -0.2019 0.3134 -0.0116
O -4.20216 3.56528 3.78053 -0.1606 0.0519 0.0440
C -3.65436 2.58076 3.04810 0.1411 -0.1628 -0.0853
C -2.31531 2.22255 3.13622 0.1127 0.1167 0.2131
C -1.83615 1.22447 2.32236 -0.1030 -0.1877 -0.1272
N -2.59447 0.56926 1.41116 -1.6479 0.9362 1.7778
C -3.89681 0.89585 1.39859 0.2327 -0.2285 -0.0966
Br -5.02876 -0.07007 0.23531 0.0989 0.0330 0.0465
C -4.46971 1.87946 2.17243 -0.1882 0.0945 0.0706
H -3.54337 3.93035 4.37897 0.0496 0.0636 0.0752
H -1.65050 2.70952 3.84243 0.0143 -0.0528 -0.0763
H -0.78193 0.93037 2.38767 -0.0892 0.0291 -0.0049
H -5.52766 2.09645 2.11922 0.0625 -0.0286 -0.0490
N -0.89752 -1.82923 0.99742 -0.0688 -0.5789 0.4755
C -2.04391 -2.64548 1.28760 -0.0817 -0.1555 -0.1062
C -2.30072 -3.04347 2.59270 0.0623 0.1343 0.0720
C -3.42019 -3.80396 2.89178 -0.0367 -0.0271 0.0466
C -4.28590 -4.17999 1.87654 -0.0223 0.0121 -0.0384
C -4.01896 -3.79535 0.57069 0.0367 0.0000 0.0417
C -2.89892 -3.02835 0.24627 0.0301 0.1004 -0.0682
C -2.68238 -2.59806 -1.16666 -0.0681 0.0013 -0.2512
C -2.93433 -3.52952 -2.18301 0.0363 -0.0090 0.1501
C -2.87458 -3.16526 -3.51965 -0.0054 0.0163 -0.0145
C -2.57092 -1.84949 -3.84576 0.0165 0.0440 -0.0254
C -2.26966 -0.94163 -2.83606 -0.0576 -0.2274 0.0185
C -2.28799 -1.27176 -1.46880 -0.6474 -0.6735 -0.4758
H -0.22684 -2.33352 0.42608 0.0626 -0.0823 -0.0330
H -0.38470 -1.57357 1.84772 0.1115 -0.1095 -0.0150
H -1.61284 -2.75098 3.38070 -0.0188 -0.0112 -0.0564
H -3.60924 -4.10672 3.91495 0.0041 0.0352 -0.0415
H -5.17430 -4.75772 2.10211 0.0457 0.0005 -0.0207
H -4.70749 -4.06377 -0.22302 0.0314 0.0033 0.0465
H -3.16059 -4.55881 -1.91792 -0.0195 0.0590 -0.0328
H -3.05808 -3.89948 -4.29547 -0.0165 0.0322 0.0296
H -2.54221 -1.53940 -4.88656 0.0268 -0.0336 0.0594
H -1.94717 0.05265 -3.14093 0.0024 0.0060 0.0060
C 6.50208 -0.87627 1.90323 -0.0217 -0.0102 -0.0043
C 5.99855 -1.38814 0.58031 -0.0033 -0.0031 0.0435
C 6.71718 -1.20492 -0.59456 -0.0079 -0.0061 -0.0132
C 6.23227 -1.66416 -1.80943 0.0057 0.0626 -0.1177
C 5.01707 -2.33587 -1.88178 -0.0752 0.1089 0.0477
N 4.58633 -2.75273 -3.16799 -0.0966 0.1817 0.1328
C 3.36144 -3.12021 -3.66730 -0.0180 -0.0548 0.0411
O 3.27047 -3.84378 -4.64181 0.0303 0.0678 0.0744
N 2.20915 -2.67520 -3.02669 0.0579 0.0880 0.0659
C 1.90372 -1.45019 -2.41812 0.1096 0.0391 0.1159
C 2.73616 -0.33517 -2.38762 0.0126 -0.0735 -0.0226
C 2.32128 0.76372 -1.66179 0.0752 0.0533 -0.0557
C 1.09086 0.75422 -1.04134 -0.0162 0.0955 -0.0485
N 0.23146 -0.27174 -1.13585 2.2518 -0.0701 -1.2207
C 0.66056 -1.35285 -1.80432 0.0231 -0.0245 0.0399
C 4.30165 -2.55374 -0.70798 -0.0290 -0.0135 -0.0747
C 4.78650 -2.06943 0.49642 -0.0314 0.0021 0.0436
H 7.45653 -0.35923 1.78931 -0.0444 -0.0268 -0.0005
H 6.64053 -1.69940 2.60791 0.0033 0.0521 -0.0060
H 5.78594 -0.18695 2.35605 -0.0033 -0.0211 0.0074
H 7.66539 -0.67832 -0.56804 -0.0315 -0.0330 0.0045
H 6.79288 -1.48325 -2.72185 -0.0075 -0.0103 0.0515
H 5.32688 -2.96474 -3.81278 0.0413 -0.1599 -0.1231
H 1.40693 -3.20648 -3.32283 -0.0522 -0.0599 -0.1605
H 3.68825 -0.31967 -2.89554 0.0404 -0.0944 -0.0007
H 2.96817 1.62464 -1.56305 -0.0425 0.0052 0.0145
H 0.78080 1.58911 -0.42899 0.0114 -0.0195 -0.0564
H -0.02003 -2.19321 -1.87534 -0.1159 0.0410 0.0541
H 3.35828 -3.08188 -0.72831 0.0023 -0.0100 -0.0175
H 4.19578 -2.21249 1.39558 0.0293 0.0198 -0.0526
Se 1.51455 -0.02485 2.14860 0.1710 -0.0055 -0.0628
C 2.87048 -0.13362 3.48163 -0.1508 0.0332 -0.0094
C 3.44955 1.02192 4.01464 0.1686 -0.1866 0.0935
C 4.44936 0.93213 4.97672 -0.0746 0.0214 -0.0793
C 4.88565 -0.30759 5.42739 0.0415 0.0043 0.0441
C 4.31130 -1.45989 4.90782 -0.0688 -0.0213 -0.0888
C 3.31419 -1.37693 3.94224 0.1268 0.1491 0.1632
H 3.11101 1.98779 3.66343 0.0018 0.0166 0.0041
H 4.88764 1.83812 5.38056 -0.0057 -0.0164 -0.0169
H 5.66313 -0.37462 6.17931 -0.0265 0.0045 -0.0270
H 4.64122 -2.43253 5.25670 -0.0155 0.0230 -0.0175
H 2.86124 -2.27668 3.54511 -0.0007 -0.0136 0.0011
C -3.08308 6.11680 -1.60819 0.0381 -0.0488 -0.0201
C -2.12605 5.15507 -2.30946 -0.1697 0.0314 0.1495
N -2.46697 3.74558 -2.13149 0.0276 0.0396 -0.0698
C -3.50648 3.19177 -2.99638 -0.1056 0.0049 0.1557
C -4.85490 3.01074 -2.29896 0.0461 -0.0166 -0.0185
C -1.86210 2.95686 -1.20391 -0.1078 -0.1063 0.0294
C -0.85875 3.60900 -0.28655 -0.0566 -0.0620 -0.1019
N -2.11414 1.69418 -1.05961 0.0947 0.5324 -0.2743
H -2.72978 7.14324 -1.72826 -0.0511 -0.0328 0.0050
H -3.14828 5.89729 -0.54007 0.0011 0.0078 -0.0438
H -4.08694 6.05043 -2.03079 0.0273 0.0102 0.0310
H -1.11144 5.32808 -1.96215 0.0325 -0.0258 -0.0361
H -2.13080 5.36343 -3.37934 0.0648 -0.0316 -0.0599
H -3.16468 2.23812 -3.40625 0.0321 0.0021 -0.0428
H -3.62137 3.87129 -3.83886 0.0458 0.0174 -0.0509
H -4.76320 2.38492 -1.40936 -0.0191 0.0399 -0.0527
H -5.56175 2.52583 -2.97660 0.0343 0.0422 0.0525
H -5.26844 3.97414 -1.99728 0.0039 -0.0379 -0.0050
H 0.06684 3.84673 -0.81500 -0.0397 0.0239 -0.0004
H -0.62220 2.92866 0.52488 0.0160 -0.0304 0.0656
H -1.25796 4.53068 0.13729 0.0259 -0.0235 0.0130
H -2.83033 1.35034 -1.69267 0.0499 0.0143 -0.0349
```
Forces are in eV/Å.

Its spin multiplicity is 4. The HOMO-LUMO gap (spin up / spin down) comes out at 6.3920 / 6.4121 eV. The calculated total energy comes out at -219904.7754 eV.

These are the Mulliken partial charges, in e, on atoms 1 to 99: -1.081, -0.559, 0.942, -0.869, -0.296, 0.439, -0.069, -0.039, -0.568, 0.305, 0.390, 0.274, 0.529, 0.043, 0.428, -0.678, -0.641, -0.849, -0.933, 0.267, 0.712, -0.654, -0.937, -1.234, 0.550, 0.426, 0.284, -0.031, 0.504, 0.403, 0.403, 0.506, 0.528, 0.388, 0.437, 0.694, -1.094, 0.527, -0.867, -0.606, 0.190, -0.028, 0.257, -0.698, -0.029, -0.362, -0.528, -1.602, -0.305, 1.170, -0.240, -0.387, 0.014, 0.343, 0.320, 0.110, 0.310, 0.381, 0.246, 0.240, 0.565, 0.495, 0.486, 0.436, 0.557, 0.271, -0.562, 0.470, -0.468, -0.625, -0.475, -0.690, -0.303, 0.366, 0.369, 0.362, 0.379, 0.420, -1.064, -0.797, 0.389, -0.949, -0.488, 1.185, -2.053, 0.644, 0.412, 0.245, 0.288, 0.406, 0.431, 0.363, 0.434, -0.083, 0.361, 0.310, 0.405, 0.058, 0.483